# 1
4 unconnected molecules or ions with the total composition C16H39BN3O4. Source: OMol25; level of theory: ωB97M-V/def2-TZVPD.

Values from the calculation:
HOMO-LUMO gap = 7.21 eV
HOMO energy = -0.40660 Ha
Energy = -30551.787 eV

ORCA input file:
```
! wB97M-V def2-TZVPD RIJCOSX def2/J DEFGRID3
* xyz 1 1
C -6.394 -2.265 0.741
B -5.007 -1.890 -0.065
O -4.151 -2.886 -0.651
C -4.657 -0.274 -0.105
C -5.301 0.809 -0.997
N -4.586 1.983 -0.499
N -4.856 3.265 -0.983
C -3.608 1.745 0.540
N -3.654 0.290 0.773
H -6.573 -1.418 1.507
H -7.297 -2.245 0.040
H -6.290 -3.239 1.335
H -4.714 -3.691 -0.753
H -6.100 0.719 -1.795
H -5.565 3.658 -0.326
H -3.998 3.816 -0.763
H -2.954 2.523 1.072
H -3.073 -0.214 1.452
C -0.698 0.347 -1.287
C 0.715 0.697 -1.721
O 1.254 1.823 -1.042
C 1.363 1.713 0.371
C 2.249 0.566 0.825
H -1.373 1.198 -1.435
H -1.070 -0.501 -1.867
H -0.746 0.076 -0.230
H 0.702 0.951 -2.784
H 1.383 -0.163 -1.619
H 0.367 1.644 0.823
H 1.796 2.654 0.724
H 1.859 -0.403 0.506
H 2.327 0.553 1.915
H 3.253 0.669 0.403
C 0.245 -0.297 6.784
C 0.557 -0.772 5.375
O 1.847 -0.392 4.920
C 2.951 -0.872 5.678
C 3.029 -2.387 5.743
H 0.333 0.792 6.849
H -0.771 -0.585 7.068
H 0.929 -0.723 7.519
H -0.162 -0.320 4.685
H 0.428 -1.855 5.287
H 2.938 -0.434 6.682
H 3.853 -0.493 5.190
H 2.154 -2.822 6.230
H 3.914 -2.698 6.303
H 3.086 -2.810 4.736
C 3.604 1.415 -4.094
C 4.266 0.156 -4.629
O 3.341 -0.857 -5.003
C 2.413 -0.516 -6.025
C 3.070 -0.131 -7.339
H 2.973 1.177 -3.231
H 4.359 2.143 -3.789
H 2.966 1.889 -4.843
H 4.894 -0.271 -3.843
H 4.933 0.387 -5.465
H 1.739 0.274 -5.674
H 1.791 -1.401 -6.188
H 3.700 0.755 -7.237
H 2.311 0.083 -8.095
H 3.705 -0.944 -7.700
*
```

# 2
A molecular structure, C16H39FeN5O6. Source: OMol25; level of theory: ωB97M-V/def2-TZVPD.

Values from the calculation:
HOMO-LUMO gap (spin up / spin down) = 10.80 / 6.51 eV
HOMO energy (spin up / spin down) = -0.65671 / -0.65411 Ha
Energy = -71322.969 eV
Relative energy (zero: lowest compared OMol25 entry of this formula, charge and spin) = 0.0 kcal/mol

ORCA input file:
```
! wB97M-V def2-TZVPD RIJCOSX def2/J DEFGRID3
* xyz 3 6
Fe -0.181 -0.496 0.388
C -0.063 0.360 3.362
O -0.622 -0.592 2.464
H 0.124 -0.268 4.233
H 0.882 0.766 3.001
H -0.846 1.089 3.570
H -1.394 -0.939 2.916
C 1.914 -2.772 0.929
O 1.041 -2.071 0.434
N 3.135 -2.885 0.396
C 4.101 -3.777 0.943
C 3.672 -2.049 -0.702
H 1.883 -3.474 1.776
H 4.919 -3.264 1.448
H 4.505 -4.497 0.231
H 3.689 -4.474 1.673
H 3.862 -2.613 -1.615
H 3.041 -1.176 -0.867
H 4.617 -1.604 -0.391
C -2.924 -2.375 0.083
O -1.961 -1.584 -0.006
N -4.108 -2.058 0.595
C -5.098 -3.127 0.992
C -4.305 -0.711 1.252
H -2.899 -3.450 -0.154
H -6.100 -2.697 1.017
H -4.855 -3.581 1.952
H -5.122 -4.015 0.361
H -5.150 -0.176 0.819
H -4.534 -0.919 2.297
H -3.425 -0.070 1.199
C 0.601 -0.139 -2.711
O 0.279 -0.201 -1.533
N 0.346 0.971 -3.461
C 0.433 0.993 -4.943
C -0.129 2.187 -2.865
H 0.896 -1.023 -3.299
H 0.708 0.072 -5.456
H 1.199 1.714 -5.228
H -0.497 1.330 -5.401
H 0.205 2.285 -1.832
H 0.429 2.947 -3.411
H -1.192 2.277 -3.087
C 2.527 1.594 0.650
O 1.618 0.756 0.697
N 3.654 1.509 1.380
C 3.857 0.401 2.296
C 4.609 2.615 1.373
H 2.428 2.577 0.165
H 4.838 -0.040 2.116
H 3.108 -0.388 2.364
H 4.018 0.754 3.315
H 4.348 3.331 2.151
H 5.594 2.230 1.638
H 4.612 3.195 0.450
C -1.864 2.161 0.125
O -1.239 1.162 0.477
N -2.890 2.248 -0.737
C -3.594 3.594 -0.858
C -3.300 1.116 -1.556
H -1.640 3.174 0.494
H -3.553 3.921 -1.897
H -3.273 4.407 -0.207
H -4.656 3.486 -0.640
H -2.600 0.282 -1.511
H -4.169 0.705 -1.043
H -3.511 1.298 -2.609
*
```

# 3
A molecular structure, C16H39GaNO10. Source: OMol25; level of theory: ωB97M-V/def2-TZVPD.

Values from the calculation:
HOMO-LUMO gap = 7.46 eV
HOMO energy = -0.18380 Ha
Energy = -91561.853 eV

ORCA input file:
```
! wB97M-V def2-TZVPD RIJCOSX def2/J DEFGRID3
* xyz -1 1
O -2.322 1.173 2.420
N -2.026 0.020 2.578
O -2.934 -0.726 3.205
Ga -3.785 -1.995 1.985
O -4.215 -1.118 0.388
C -2.517 -3.574 1.747
C -1.017 -3.297 1.970
C -0.215 -2.914 0.720
C -0.937 -1.983 -0.194
O -0.106 -1.687 -1.333
H -5.162 -2.400 2.695
H -3.426 -0.720 -0.015
H -2.714 -4.006 0.772
H -2.823 -4.284 2.505
H -0.566 -4.201 2.362
H -0.896 -2.502 2.696
H 0.125 -3.786 0.166
H 0.682 -2.396 1.047
H -1.140 -1.060 0.347
H -1.882 -2.389 -0.539
H -0.571 -0.987 -1.822
C 2.318 0.807 -6.224
O 1.064 0.283 -6.595
C 0.740 -0.927 -5.927
C -0.740 -1.033 -5.634
O -1.196 -0.201 -4.582
C -1.322 1.192 -4.816
C -2.470 1.582 -5.720
O -2.176 1.328 -7.086
C -3.309 0.974 -7.842
H 3.138 0.186 -6.603
H 2.400 1.802 -6.659
H 2.406 0.896 -5.135
H 1.295 -1.012 -4.986
H 1.026 -1.766 -6.576
H -0.918 -2.049 -5.275
H -1.335 -0.898 -6.539
H -0.384 1.630 -5.161
H -1.537 1.615 -3.832
H -2.659 2.657 -5.601
H -3.368 1.036 -5.410
H -3.847 0.136 -7.385
H -2.964 0.667 -8.828
H -3.994 1.823 -7.956
C 4.757 1.615 7.254
O 4.090 1.950 6.061
C 4.500 1.174 4.946
C 3.355 0.890 3.998
O 2.427 -0.071 4.459
C 1.473 0.318 5.438
C 0.375 1.223 4.929
O 0.839 2.556 4.760
C 0.202 3.220 3.688
H 5.811 1.920 7.221
H 4.263 2.146 8.066
H 4.698 0.540 7.455
H 4.933 0.223 5.276
H 5.271 1.737 4.401
H 3.794 0.441 3.103
H 2.859 1.813 3.689
H 1.958 0.745 6.319
H 0.999 -0.617 5.744
H -0.441 1.232 5.663
H -0.014 0.827 3.987
H 0.269 2.638 2.764
H 0.714 4.172 3.543
H -0.853 3.411 3.908
*
```

# 4
A molecular structure, C16H40B2MgO8S4. Source: OMol25; level of theory: ωB97M-V/def2-TZVPD.

Values from the calculation:
HOMO-LUMO gap = 9.28 eV
HOMO energy = -0.33361 Ha
Energy = -83753.590 eV
Relative energy (zero: lowest compared OMol25 entry of this formula, charge and spin) = 82.9 kcal/mol

ORCA input file:
```
! wB97M-V def2-TZVPD RIJCOSX def2/J DEFGRID3
* xyz 0 1
Mg -0.019 0.762 1.518
B 0.191 -0.882 2.643
H -0.389 -0.991 1.740
H 0.337 -1.813 3.168
H 1.163 -0.485 2.395
H -0.329 -0.136 3.225
B 0.510 2.524 2.347
H 0.904 2.472 1.344
H -0.533 2.702 2.135
H 0.698 1.589 2.854
H 0.943 3.313 2.941
C -3.957 -1.705 0.025
C -4.987 -0.641 -0.269
C -4.379 0.676 0.222
S -3.479 0.318 1.794
O -4.208 0.638 3.010
O -2.043 0.774 1.621
C -3.540 -1.508 1.499
H -3.046 -1.746 -0.573
H -4.409 -2.676 -0.177
H -5.951 -0.727 0.233
H -5.222 -0.610 -1.333
H -5.046 1.519 0.400
H -3.681 1.067 -0.518
H -4.343 -1.769 2.188
H -2.673 -1.995 1.947
C 4.637 -0.620 1.276
C 4.702 0.644 2.156
C 3.783 1.695 1.579
S 3.009 1.027 0.029
O 3.169 2.000 -1.063
O 1.731 0.409 0.426
C 4.245 -0.314 -0.141
H 3.832 -1.290 1.577
H 5.517 -1.257 1.358
H 5.663 1.154 2.104
H 4.342 0.490 3.174
H 4.464 2.418 1.131
H 3.040 2.173 2.218
H 5.130 0.059 -0.657
H 3.900 -1.048 -0.869
C -0.456 -4.533 -0.682
C 0.386 -3.882 0.459
C 1.287 -2.901 -0.227
S 0.181 -1.956 -1.414
O 1.054 -1.767 -2.564
O -0.534 -0.891 -0.709
C -0.903 -3.433 -1.638
H -1.282 -5.163 -0.351
H 0.319 -5.141 -1.147
H 0.876 -4.543 1.174
H -0.229 -3.323 1.165
H 2.124 -3.395 -0.720
H 1.765 -2.168 0.423
H -0.787 -3.811 -2.654
H -1.971 -3.215 -1.611
C -0.440 2.622 -4.007
C 0.732 3.278 -3.216
C 0.034 3.831 -1.936
S -1.150 2.542 -1.362
O -2.504 3.080 -1.124
O -0.571 1.664 -0.299
C -1.089 1.681 -3.025
H -0.050 2.107 -4.885
H -1.117 3.443 -4.247
H 1.263 4.088 -3.717
H 1.548 2.600 -2.966
H -0.442 4.780 -2.184
H 0.636 4.077 -1.061
H -2.022 1.198 -3.316
H -0.330 0.923 -2.833
*
```

# 5
5 unconnected molecules or ions with the total composition C16H40BCl2N6O15P2. Source: OMol25; level of theory: ωB97M-V/def2-TZVPD.

Values from the calculation:
HOMO-LUMO gap = 6.52 eV
HOMO energy = -0.18755 Ha
Energy = -101188.932 eV

ORCA input file:
```
! wB97M-V def2-TZVPD RIJCOSX def2/J DEFGRID3
* xyz -1 1
C 1.999 2.776 0.936
C 1.423 2.921 2.349
C -0.066 3.265 2.302
Cl -0.498 4.055 3.880
B -1.081 2.006 2.058
P -3.002 2.639 2.224
N -4.008 1.924 1.241
O -3.013 4.245 1.871
O -3.521 2.646 3.764
O -0.840 0.824 2.906
C -0.315 -0.186 2.154
N 1.120 -0.276 2.223
Cl -0.904 -1.753 2.923
C -0.863 0.093 0.682
O 0.094 -0.163 -0.321
C 0.401 -1.511 -0.639
C 1.648 -1.527 -1.532
C 1.226 -1.169 -2.967
C 2.754 -0.632 -0.971
C 4.021 -0.517 -1.851
C 5.289 -0.742 -1.023
C 4.078 0.860 -2.529
P -2.594 -0.636 0.370
O -2.212 -2.267 0.137
O -2.656 -0.198 -1.209
O -0.983 1.478 0.684
H 2.134 3.764 0.487
H 2.980 2.293 0.951
H 1.325 2.220 0.282
H 1.948 3.737 2.854
H 1.588 2.028 2.950
H -0.200 4.032 1.535
H -4.784 1.436 1.673
H -2.732 4.307 0.946
H -4.335 2.133 3.820
H 1.537 0.270 1.477
H 1.440 -1.231 2.176
H -0.432 -1.934 -1.203
H 0.551 -2.115 0.261
H 1.998 -2.566 -1.531
H 2.062 -0.869 -3.596
H 0.742 -2.033 -3.430
H 0.485 -0.367 -2.944
H 3.060 -1.066 -0.011
H 2.354 0.358 -0.760
H 3.962 -1.268 -2.641
H 5.456 -1.805 -0.836
H 6.165 -0.329 -1.530
H 5.208 -0.229 -0.062
H 5.052 1.047 -2.973
H 3.908 1.636 -1.775
H 3.309 0.969 -3.294
H -2.858 -2.765 0.648
H -3.279 -0.777 -1.670
C -5.961 4.706 0.545
N -6.249 5.272 -0.799
O -7.377 5.162 -1.242
O -5.332 5.818 -1.378
H -6.876 4.267 0.924
H -5.178 3.955 0.445
H -5.612 5.521 1.172
C -2.324 -3.991 -2.585
N -3.804 -3.915 -2.466
O -4.418 -4.937 -2.243
O -4.306 -2.815 -2.600
H -2.024 -5.023 -2.446
H -2.064 -3.620 -3.572
H -1.924 -3.339 -1.813
C 7.927 -1.890 -4.635
N 6.524 -1.397 -4.557
O 5.643 -2.220 -4.432
O 6.367 -0.196 -4.625
H 7.912 -2.970 -4.561
H 8.334 -1.553 -5.583
H 8.471 -1.436 -3.811
C -3.087 -2.941 5.382
N -3.811 -4.187 5.758
O -3.429 -4.799 6.735
O -4.745 -4.515 5.055
H -2.286 -2.784 6.093
H -2.706 -3.073 4.375
H -3.807 -2.129 5.399
*
```

# 6
3 unconnected molecules or ions with the total composition C16H40BFINO7P2. Source: OMol25; level of theory: ωB97M-V/def2-TZVPD.

Values from the calculation:
SMILES = CC[C@@H](F)[C@@](C)(OCCB(O)O)[C@H](N[PH2]=O)P(O)I.CCOCC.CCOCC
HOMO-LUMO gap = 8.85 eV
HOMO energy = -0.32666 Ha
Energy = -63137.353 eV

ORCA input file:
```
! wB97M-V def2-TZVPD RIJCOSX def2/J DEFGRID3
* xyz 0 1
C 4.943 -3.254 0.147
C 4.425 -1.976 -0.502
C 2.953 -1.771 -0.177
F 2.747 -2.029 1.187
C 2.341 -0.458 -0.610
C 2.594 -0.376 -2.127
O 0.923 -0.360 -0.541
C 0.126 -1.198 0.272
C -1.232 -1.385 -0.424
B -2.389 -0.455 0.109
O -2.226 0.637 0.928
O -3.671 -0.722 -0.323
C 2.916 0.858 0.034
N 4.063 1.441 -0.733
P 3.719 2.880 -1.545
O 3.440 2.740 -2.971
P 3.469 1.031 1.823
O 4.622 -0.120 2.087
I 1.670 0.151 3.227
H 4.143 -3.948 0.352
H 5.597 -3.758 -0.549
H 5.462 -3.083 1.078
H 5.036 -1.112 -0.285
H 4.482 -2.124 -1.568
H 2.417 -2.556 -0.705
H 3.633 -0.404 -2.399
H 2.105 0.496 -2.526
H 2.105 -1.242 -2.560
H -0.079 -0.713 1.212
H 0.525 -2.176 0.505
H -1.076 -1.089 -1.459
H -1.503 -2.434 -0.466
H -2.330 0.390 1.861
H -3.682 -1.681 -0.489
H 2.094 1.559 -0.037
H 4.848 1.624 -0.112
H 2.625 3.496 -0.907
H 4.811 3.739 -1.330
H 5.424 0.152 1.607
C -1.774 0.790 6.763
C -1.670 1.230 5.312
O -2.866 1.073 4.569
C -3.993 1.795 5.031
C -3.797 3.300 5.057
H -2.090 -0.252 6.824
H -0.806 0.891 7.254
H -2.494 1.389 7.322
H -0.940 0.611 4.794
H -1.308 2.261 5.246
H -4.303 1.428 6.016
H -4.798 1.547 4.339
H -3.005 3.600 5.745
H -4.716 3.792 5.375
H -3.532 3.667 4.065
C -4.482 -0.122 -5.140
C -3.543 -0.542 -4.023
O -2.681 -1.615 -4.365
C -1.800 -1.387 -5.449
C -0.840 -0.229 -5.234
H -5.092 -0.967 -5.463
H -5.142 0.674 -4.794
H -3.943 0.249 -6.012
H -4.128 -0.895 -3.174
H -2.961 0.313 -3.662
H -2.363 -1.255 -6.380
H -1.232 -2.312 -5.558
H -1.361 0.723 -5.128
H -0.161 -0.142 -6.082
H -0.248 -0.385 -4.330
*
```

# 7
A molecular structure, C16H40BrF3O9SV. Source: OMol25; level of theory: ωB97M-V/def2-TZVPD.

Values from the calculation:
HOMO-LUMO gap (spin up / spin down) = 4.75 / 7.40 eV
HOMO energy (spin up / spin down) = -0.08282 / -0.18100 Ha
Energy = -150388.527 eV

ORCA input file:
```
! wB97M-V def2-TZVPD RIJCOSX def2/J DEFGRID3
* xyz -1 3
O 10.971 16.649 -23.324
V 10.040 16.388 -22.041
Br 11.999 17.044 -20.233
C 7.549 13.613 -24.837
F 6.699 13.377 -25.871
F 7.330 12.882 -23.747
F 8.780 13.416 -25.278
S 7.479 15.502 -24.388
O 8.462 15.765 -23.311
O 7.856 16.222 -25.615
O 6.088 15.851 -23.995
C 15.341 14.166 -24.751
C 14.536 15.429 -24.379
O 13.120 15.342 -24.789
C 12.928 15.254 -26.200
C 11.456 15.548 -26.358
H 14.874 13.236 -24.429
H 15.594 14.146 -25.811
H 16.309 14.305 -24.269
H 14.488 15.661 -23.315
H 15.018 16.251 -24.908
H 13.520 16.009 -26.716
H 13.252 14.274 -26.549
H 10.802 14.905 -25.770
H 11.162 15.414 -27.399
H 11.270 16.580 -26.058
C 12.701 20.543 -23.013
C 12.118 19.976 -24.384
C 12.912 18.864 -25.037
O 10.808 19.656 -24.070
H 13.639 21.044 -23.251
H 12.876 19.826 -22.210
H 12.059 21.342 -22.641
H 11.987 20.783 -25.106
H 13.081 18.025 -24.362
H 13.860 19.086 -25.527
H 12.265 18.432 -25.800
H 10.301 19.351 -24.826
C 8.156 20.334 -21.152
C 8.098 19.084 -21.949
C 7.447 19.118 -23.324
O 9.416 18.525 -22.025
H 7.145 20.733 -21.235
H 8.886 21.009 -21.599
H 8.373 20.186 -20.095
H 7.456 18.455 -21.331
H 7.389 18.167 -23.853
H 7.957 19.893 -23.897
H 6.384 19.351 -23.256
H 9.944 19.177 -22.491
C 8.575 16.529 -18.282
C 8.493 15.423 -19.340
C 7.263 14.555 -19.182
O 8.442 15.993 -20.630
H 9.565 16.959 -18.134
H 8.337 16.117 -17.301
H 7.884 17.337 -18.524
H 9.352 14.752 -19.374
H 7.274 13.784 -19.952
H 6.339 15.131 -19.237
H 7.359 14.103 -18.195
H 7.500 16.127 -20.759
C 11.587 12.811 -23.514
C 11.725 13.575 -22.180
O 10.485 14.141 -21.859
H 10.889 11.974 -23.537
H 12.518 12.318 -23.794
H 11.252 13.408 -24.362
H 12.452 14.369 -22.351
H 11.970 12.966 -21.310
H 10.019 13.481 -21.341
*
```